Formula: C14H46BKO14
Source: the Open Molecules 2025 dataset
Level of theory: ωB97M-V/def2-TZVPD

Geometry (Å):
K: 1.624 -1.597 -1.491
B: -0.543 -0.159 -0.441
H: 0.274 0.087 0.220
H: -0.606 -1.236 -0.466
H: -1.451 0.233 -0.010
H: -0.479 0.202 -1.456
C: -0.961 -3.589 -3.543
C: -1.318 -3.659 -2.067
O: -0.119 -3.815 -1.313
O: -0.048 -2.545 -3.774
H: -1.839 -3.339 -4.138
H: -0.496 -4.465 -3.995
H: -2.064 -4.430 -1.875
H: -1.692 -2.687 -1.746
H: -0.312 -3.931 -0.380
H: 0.191 -2.512 -4.703
C: 3.399 0.726 3.636
C: 3.920 2.120 3.907
O: 4.887 2.659 2.935
O: 2.966 0.538 2.277
H: 2.596 0.405 4.299
H: 4.226 0.029 3.770
H: 4.262 2.285 4.929
H: 2.999 2.695 3.820
H: 4.549 2.361 2.087
H: 2.336 -0.183 2.201
C: 0.483 2.836 1.391
C: -0.764 3.702 1.841
O: -0.618 5.072 1.457
O: 0.491 2.631 -0.020
H: 0.408 1.887 1.921
H: 1.337 3.445 1.687
H: -0.842 3.561 2.919
H: -1.571 3.218 1.291
H: -0.846 5.095 0.524
H: -0.019 1.830 -0.161
C: -2.515 -0.500 2.339
C: -3.817 -0.517 1.570
O: -4.346 -1.797 1.442
O: -1.507 -1.389 1.894
H: -2.749 -0.764 3.371
H: -2.134 0.517 2.253
H: -3.609 -0.127 0.574
H: -4.553 0.186 1.960
H: -3.647 -2.437 1.292
H: -1.156 -0.962 1.109
C: 2.769 -2.885 3.662
C: 1.313 -2.675 3.284
O: 1.224 -1.477 2.479
O: 3.616 -3.313 2.475
H: 2.818 -3.658 4.429
H: 3.273 -2.066 4.174
H: 0.743 -2.453 4.187
H: 0.817 -3.470 2.728
H: 0.310 -1.427 2.191
H: 4.527 -3.413 2.761
C: 0.903 2.050 -3.584
C: 1.959 2.471 -4.694
O: 3.238 2.285 -4.187
O: 0.749 0.685 -3.436
H: -0.060 2.408 -3.950
H: 1.146 2.483 -2.614
H: 1.746 3.461 -5.098
H: 1.896 1.709 -5.472
H: 3.326 1.390 -3.851
H: 0.271 0.572 -2.611
C: -3.036 -0.106 -3.173
C: -3.384 1.422 -2.906
O: -2.528 1.887 -1.862
O: -3.313 -0.853 -1.965
H: -1.965 -0.148 -3.370
H: -3.612 -0.442 -4.035
H: -4.412 1.563 -2.573
H: -3.315 1.856 -3.903
H: -2.729 1.322 -1.112
H: -2.613 -0.857 -1.307

**Energy**: -2238.6214 Ha
**Expectation value of S²**: 0.755
**Charge**: +1
**Molar mass**: 488.4 g/mol
**Multiplicity**: 2
**HOMO-LUMO gap (alpha / beta)**: 9.71 / 3.51 eV
**LUMO level (alpha / beta)**: -2.3723 / -8.5680 eV
**F_max**: 0.082 Eh/bohr

Atomic partial charges in e from the Mulliken method, atoms 1 to 6: atom 1 (K): 1.116, atom 2 (B): 4.565, atom 3 (H): -0.399, atom 4 (H): -0.513, atom 5 (H): -0.699, atom 6 (H): -1.089

=====

Formula: C14H46N16O18
Source: the Open Molecules 2025 dataset
Level of theory: ωB97M-V/def2-TZVPD

Geometry (Å):
C: -0.544 1.177 -0.749
C: -0.773 0.186 0.140
C: -0.554 0.361 1.670
O: -0.645 -0.662 2.391
C: -0.170 1.636 2.161
C: -0.108 2.666 1.275
C: 0.033 2.350 -0.224
O: 0.362 3.301 -0.926
O: -0.131 3.864 1.609
O: -1.215 -0.970 -0.138
H: -0.641 1.012 -1.807
H: -0.097 1.806 3.228
C: -2.732 -1.725 -2.934
O: -2.356 -1.936 -4.085
N: -2.935 -2.734 -2.044
N: -3.242 -0.503 -2.514
H: -3.083 -2.491 -1.043
H: -2.390 -3.603 -2.200
H: -2.862 0.293 -3.047
H: -3.448 -0.336 -1.517
C: 2.700 1.668 -2.763
O: 2.842 0.537 -3.148
N: 1.890 2.564 -3.498
N: 3.365 2.201 -1.666
H: 1.322 2.024 -4.113
H: 1.301 3.221 -2.985
H: 3.028 3.056 -1.301
H: 3.700 1.462 -1.055
C: 1.208 -2.129 -4.497
O: 2.405 -2.452 -4.225
N: 0.206 -3.043 -4.461
N: 0.770 -0.793 -4.902
H: -0.745 -2.688 -4.546
H: 0.298 -3.964 -4.162
H: -0.182 -0.665 -4.628
H: 1.333 -0.136 -4.357
C: 4.346 -2.954 -1.385
O: 4.716 -3.215 -0.238
N: 4.337 -1.697 -1.875
N: 3.960 -3.937 -2.225
H: 4.023 -1.352 -2.737
H: 4.342 -0.975 -1.192
H: 3.367 -3.675 -2.976
H: 4.025 -4.828 -1.770
C: -4.398 2.397 0.472
O: -5.601 2.465 0.273
N: -3.539 3.480 0.490
N: -3.764 1.231 0.711
H: -4.038 4.401 0.573
H: -2.538 3.352 0.501
H: -4.348 0.370 0.856
H: -2.802 1.249 0.879
C: 2.189 -3.024 2.984
O: 1.488 -3.108 3.970
N: 2.092 -2.120 2.003
N: 3.200 -3.928 2.733
H: 2.579 -2.396 1.152
H: 1.196 -1.678 1.986
H: 3.397 -4.609 3.449
H: 3.746 -3.794 1.900
C: -2.413 -1.731 5.448
O: -3.120 -1.971 6.399
N: -1.627 -2.647 4.799
N: -2.295 -0.516 4.922
H: -0.743 -2.364 4.414
H: -1.709 -3.576 5.134
H: -2.748 0.254 5.331
H: -1.803 -0.303 4.114
C: 0.098 -4.235 0.251
O: 0.654 -5.317 0.332
N: -0.584 -3.799 1.329
N: 0.051 -3.402 -0.871
H: -0.452 -4.307 2.193
H: -0.924 -2.842 1.338
H: -0.079 -2.416 -0.834
H: 0.934 -3.652 -1.384
O: -3.115 5.971 2.853
H: -2.631 6.248 2.047
H: -2.598 5.226 3.200
O: -1.149 4.561 4.000
H: -0.798 4.310 3.123
H: -1.116 3.709 4.440
O: -1.429 5.868 -0.262
H: -1.697 5.573 -1.127
H: -0.666 5.327 -0.080
O: 5.173 4.389 -3.648
H: 4.231 4.285 -3.831
H: 5.523 3.582 -3.185
O: -3.556 -1.548 1.322
H: -2.598 -1.637 1.308
H: -3.756 -2.303 1.919
O: 2.639 4.551 0.298
H: 2.632 4.319 1.221
H: 1.786 4.179 0.016

**Energy**: -2792.0293 Ha
**Charge**: -2
**Molar mass**: 726.6 g/mol
**Multiplicity**: 1
**HOMO-LUMO gap**: 7.90 eV
**LUMO level**: 3.9588 eV
**F_max**: 0.078 Eh/bohr

Atomic partial charges in e from the Mulliken method, atoms 1 to 6: atom 1 (C): -0.191, atom 2 (C): 0.118, atom 3 (C): 0.790, atom 4 (O): -0.401, atom 5 (C): -1.647, atom 6 (C): 0.517

=====

Formula: C14H48F6O10P
Source: the Open Molecules 2025 dataset
Level of theory: ωB97M-V/def2-TZVPD

Geometry (Å):
P: -0.198 0.548 1.242
F: -0.902 0.522 -0.210
F: 1.272 0.961 0.629
F: -0.724 2.095 1.447
F: 0.413 0.496 2.799
F: -1.572 -0.021 1.812
F: 0.160 -1.045 1.005
C: -1.888 -0.613 -7.144
O: -0.769 -1.410 -6.887
H: -1.946 0.104 -6.326
H: -1.792 -0.164 -8.133
H: -2.784 -1.212 -6.982
H: -0.985 -1.884 -6.080
C: 6.126 -1.520 4.928
O: 5.909 -1.653 3.506
H: 5.215 -1.317 5.491
H: 6.509 -2.445 5.360
H: 6.846 -0.736 5.164
H: 5.217 -1.055 3.214
C: -7.542 2.130 0.677
O: -7.159 0.824 1.025
H: -6.765 2.563 0.047
H: -8.546 2.088 0.255
H: -7.483 2.779 1.551
H: -6.201 0.824 1.080
C: -6.662 -2.818 -3.349
O: -7.869 -3.221 -2.661
H: -5.899 -2.292 -2.774
H: -6.122 -3.627 -3.840
H: -6.937 -2.115 -4.135
H: -8.074 -2.630 -1.932
C: -2.281 -3.036 8.609
C: -2.896 -2.579 7.281
O: -2.451 -3.501 6.236
H: -2.751 -2.437 9.389
H: -1.200 -3.002 8.750
H: -2.565 -4.060 8.849
H: -2.598 -1.572 6.986
H: -3.981 -2.500 7.342
H: -2.514 -2.947 5.455
C: 4.528 6.591 2.942
C: 4.139 5.814 4.276
O: 3.621 6.629 5.330
H: 3.778 7.179 2.414
H: 5.068 5.913 2.281
H: 5.228 7.409 3.109
H: 5.046 5.337 4.648
H: 3.452 4.995 4.058
H: 4.140 7.432 5.414
C: -1.628 -7.116 -2.015
C: -0.227 -6.638 -2.331
O: -0.245 -5.269 -2.657
H: -2.211 -7.113 -2.935
H: -2.175 -6.606 -1.222
H: -1.554 -8.153 -1.687
H: 0.132 -7.321 -3.101
H: 0.480 -6.837 -1.525
H: -0.218 -4.754 -1.848
C: 6.489 -2.063 -3.288
C: 6.626 -3.534 -3.582
O: 5.889 -3.852 -4.697
H: 6.952 -1.436 -4.049
H: 7.087 -1.853 -2.401
H: 5.437 -1.807 -3.157
H: 6.148 -4.111 -2.790
H: 7.632 -3.953 -3.562
H: 4.989 -3.796 -4.369
C: 0.654 5.455 -5.858
C: -0.387 5.834 -4.792
O: -1.431 6.517 -5.439
H: 1.386 4.758 -5.449
H: 1.160 6.291 -6.341
H: 0.124 4.913 -6.641
H: 0.120 6.512 -4.106
H: -0.755 5.006 -4.186
H: -1.904 5.879 -5.979
O: -1.352 6.651 5.384
H: -1.402 5.868 4.836
H: -0.431 6.707 5.639

**Energy**: -2255.2577 Ha
**Charge**: -1
**Molar mass**: 521.5 g/mol
**Multiplicity**: 1
**HOMO-LUMO gap**: 10.55 eV
**LUMO level**: 2.0465 eV
**F_max**: 0.041 Eh/bohr

Atomic partial charges in e from the Mulliken method, atoms 1 to 6: atom 1 (P): 1.192, atom 2 (F): -0.360, atom 3 (F): -0.355, atom 4 (F): -0.361, atom 5 (F): -0.383, atom 6 (F): -0.359

=====

Formula: C14H48N12O10
Source: the Open Molecules 2025 dataset
Level of theory: ωB97M-V/def2-TZVPD

Geometry (Å):
N: 0.135 -3.001 1.028
C: 0.901 -3.589 1.909
N: 2.138 -3.877 1.444
O: 0.590 -3.709 3.237
H: -0.887 -2.931 1.250
H: 0.384 -2.799 0.076
H: 2.622 -4.459 2.163
H: 2.155 -4.334 0.503
N: 1.016 -2.372 -3.274
C: 1.860 -2.373 -2.286
N: 1.400 -1.746 -1.254
O: 3.137 -2.904 -2.336
H: 1.426 -2.777 -4.159
H: 0.050 -2.111 -3.174
H: 2.058 -1.706 -0.480
H: 0.642 -1.024 -1.144
N: 3.609 -1.808 0.501
C: 3.626 -0.685 1.164
N: 3.048 -0.732 2.296
O: 4.239 0.397 0.746
H: 4.119 -1.887 -0.453
H: 3.032 -2.692 0.819
H: 3.237 0.144 2.788
H: 2.870 -1.641 2.663
N: -1.973 -3.904 -2.588
C: -1.838 -2.628 -2.256
N: -1.900 -1.848 -3.294
O: -1.732 -2.145 -0.968
H: -2.098 -4.604 -1.826
H: -2.453 -4.184 -3.438
H: -2.051 -0.811 -3.006
H: -1.868 -2.122 -4.256
N: -0.454 0.111 -0.373
C: 0.405 0.542 0.454
N: 0.573 -0.313 1.368
O: 1.033 1.742 0.217
H: -0.693 0.729 -1.165
H: -0.910 -0.789 -0.346
H: 1.510 -0.223 1.773
H: 0.291 -1.315 1.305
N: 2.504 2.157 2.469
C: 2.622 1.947 3.723
N: 3.754 1.396 4.072
O: 1.578 2.284 4.586
H: 1.563 2.508 2.306
H: 3.001 2.004 1.644
H: 3.841 1.055 5.036
H: 4.574 1.313 3.497
C: -1.169 3.134 -3.147
C: -1.332 1.740 -3.704
C: 0.042 1.046 -3.594
O: -2.198 1.036 -3.174
H: -0.431 3.553 -3.891
H: -0.668 3.200 -2.173
H: -2.164 3.641 -3.247
H: -1.629 1.884 -4.749
H: 0.194 0.506 -2.610
H: 0.951 1.648 -3.843
H: 0.096 0.222 -4.243
H: -3.039 1.183 -3.654
C: -2.902 2.256 0.315
C: -3.227 0.898 0.882
C: -3.765 -0.089 -0.133
O: -2.329 0.361 1.653
H: -2.139 2.764 0.976
H: -3.836 2.880 0.258
H: -2.578 2.229 -0.724
H: -4.128 1.147 1.533
H: -4.723 0.354 -0.452
H: -4.062 -1.035 0.233
H: -3.218 -0.263 -1.041
H: -1.537 0.137 1.181
C: -0.343 5.367 0.041
O: -1.566 5.181 0.666
H: -0.395 5.318 -1.065
H: 0.511 4.695 0.280
H: -0.082 6.374 0.340
H: -2.216 4.994 -0.057
C: -0.565 -1.045 4.286
O: -0.424 0.293 3.845
H: 0.371 -1.504 3.798
H: -1.462 -1.503 3.911
H: -0.584 -1.097 5.367
H: -0.143 0.207 2.970

**Energy**: -1971.5260 Ha
**Structure (SMILES)**: NC(N)=O.NC(N)=O.NC(N)=O.NC(N)=O.NC(N)=O.NC(N)=O.CC(C)O.CC(C)O.CO.CO
**Molar mass**: 544.6 g/mol
**Multiplicity**: 1
**HOMO-LUMO gap**: 7.25 eV
**LUMO level**: -0.7026 eV
**F_max**: 0.220 Eh/bohr

Atomic partial charges in e from the Mulliken method, atoms 1 to 6: atom 1 (N): -0.161, atom 2 (C): 0.366, atom 3 (N): -0.489, atom 4 (O): -0.664, atom 5 (H): 0.121, atom 6 (H): 0.320

=====

Formula: C14H48O14
Source: the Open Molecules 2025 dataset
Level of theory: ωB97M-V/def2-TZVPD

Geometry (Å):
O: 3.121 -1.474 3.166
C: 3.368 -0.068 3.290
C: 2.099 0.687 3.541
O: 0.977 0.222 2.734
H: 3.019 -1.782 4.073
H: 3.905 0.061 4.234
H: 3.972 0.202 2.426
H: 2.198 1.766 3.418
H: 1.674 0.461 4.520
H: 1.261 0.334 1.813
O: -5.107 -1.004 -1.677
C: -4.194 -1.961 -1.305
C: -3.120 -2.174 -2.428
O: -1.975 -2.864 -2.032
H: -5.653 -1.352 -2.387
H: -3.762 -1.610 -0.364
H: -4.750 -2.866 -1.043
H: -2.814 -1.248 -2.930
H: -3.580 -2.638 -3.306
H: -1.685 -2.440 -1.207
O: 4.074 1.784 -1.481
C: 3.507 2.824 -2.286
C: 3.451 2.275 -3.691
O: 2.696 1.066 -3.697
H: 3.610 0.992 -1.773
H: 2.495 3.052 -1.944
H: 4.181 3.679 -2.289
H: 4.460 2.037 -4.035
H: 3.027 2.990 -4.398
H: 3.296 0.321 -3.779
O: 1.766 -0.039 -0.176
C: 0.668 0.076 -1.103
C: -0.664 -0.115 -0.355
O: -0.913 -1.474 0.028
H: 1.842 -0.963 0.096
H: 0.762 1.035 -1.608
H: 0.846 -0.720 -1.828
H: -1.533 0.186 -0.941
H: -0.663 0.549 0.514
H: -0.115 -1.652 0.557
C: -1.103 3.040 -3.424
O: -0.420 2.015 -4.107
H: -0.765 3.089 -2.384
H: -0.718 4.002 -3.782
H: -2.189 3.055 -3.467
H: 0.481 2.070 -3.777
C: 1.344 -3.694 1.707
O: 1.212 -2.342 1.396
H: 2.337 -4.028 2.019
H: 0.746 -3.987 2.575
H: 1.082 -4.303 0.842
H: 1.708 -1.893 2.103
C: -3.254 3.982 -0.150
O: -2.684 2.716 0.198
H: -3.442 4.132 -1.214
H: -4.172 4.191 0.403
H: -2.550 4.742 0.187
H: -3.318 2.001 0.097
C: -1.456 -1.714 4.519
O: -1.655 -1.037 3.266
H: -2.513 -1.860 4.736
H: -0.873 -2.600 4.265
H: -0.985 -1.086 5.276
H: -0.850 -0.842 2.773
C: 1.138 -3.740 -2.508
O: 0.028 -4.600 -2.659
H: 1.174 -3.008 -3.323
H: 1.109 -3.127 -1.602
H: 2.072 -4.290 -2.612
H: -0.716 -3.978 -2.597
C: -1.010 2.829 3.447
O: -1.808 1.811 3.979
H: -0.009 2.739 3.884
H: -0.878 2.717 2.367
H: -1.350 3.848 3.628
H: -1.460 0.995 3.596

**Energy**: -1615.3714 Ha
**Structure (SMILES)**: OCCO.OCCO.OCCO.OCCO.CO.CO.CO.CO.CO.CO
**Molar mass**: 440.5 g/mol
**Multiplicity**: 1
**HOMO-LUMO gap**: 9.73 eV
**LUMO level**: 0.2355 eV
**F_max**: 0.046 Eh/bohr

Atomic partial charges in e from the Mulliken method, atoms 1 to 6: atom 1 (O): -0.540, atom 2 (C): -0.824, atom 3 (C): -0.485, atom 4 (O): 0.144, atom 5 (H): 0.294, atom 6 (H): 0.395

=====

Formula: C14H50N10O11
Source: the Open Molecules 2025 dataset
Level of theory: ωB97M-V/def2-TZVPD

Geometry (Å):
N: 1.008 -3.988 2.747
C: 0.035 -3.911 1.941
N: -0.954 -4.650 2.244
O: 0.077 -3.169 1.008
H: 0.774 -4.237 3.698
H: 1.877 -3.579 2.436
H: -0.753 -5.404 2.885
H: -1.819 -4.711 1.727
N: 5.354 1.852 2.146
C: 4.501 1.402 1.288
N: 5.088 0.790 0.276
O: 3.239 1.413 1.459
H: 4.968 2.376 2.919
H: 6.353 1.718 2.093
H: 4.501 0.573 -0.516
H: 6.047 1.001 0.040
N: -2.127 -5.465 -1.552
C: -2.707 -4.625 -0.766
N: -2.794 -3.444 -1.392
O: -3.131 -4.881 0.344
H: -2.236 -6.417 -1.231
H: -2.037 -5.062 -2.474
H: -3.438 -2.765 -1.013
H: -2.169 -3.225 -2.154
N: 0.891 3.397 -1.451
C: 1.829 3.482 -2.344
N: 1.737 4.679 -2.903
O: 2.667 2.645 -2.633
H: 0.505 4.246 -1.065
H: 0.544 2.487 -1.184
H: 0.868 5.155 -2.708
H: 2.286 4.850 -3.734
N: -0.975 -1.061 -0.507
C: -0.240 -0.015 -0.323
N: 0.928 -0.298 0.191
O: -0.640 1.036 -0.628
H: -1.790 -0.842 -1.062
H: -0.801 -1.960 -0.080
H: 1.039 -1.266 0.455
H: 1.432 0.315 0.815
C: 2.207 -0.428 4.069
C: 3.650 -0.845 4.093
C: 4.091 -1.922 5.144
O: 3.912 -1.378 2.839
H: 1.614 -1.332 3.932
H: 1.981 0.261 3.254
H: 2.064 0.080 5.023
H: 4.290 0.036 4.042
H: 5.051 -2.428 5.040
H: 3.332 -2.696 5.258
H: 4.043 -1.348 6.070
H: 4.217 -0.652 2.290
C: -6.040 2.077 0.154
C: -4.806 2.246 0.959
C: -3.531 2.090 0.137
O: -4.752 3.499 1.608
H: -6.180 2.917 -0.526
H: -6.927 2.084 0.787
H: -5.971 1.140 -0.398
H: -4.740 1.467 1.719
H: -2.696 2.268 0.814
H: -3.616 2.902 -0.586
H: -3.549 1.102 -0.324
H: -4.905 4.126 0.897
C: -2.716 2.898 -3.416
C: -2.259 2.401 -4.739
C: -1.521 1.070 -4.727
O: -3.291 2.338 -5.765
H: -2.626 3.982 -3.342
H: -2.035 2.583 -2.626
H: -3.739 2.634 -3.145
H: -1.557 3.085 -5.217
H: -1.951 0.181 -4.266
H: -0.525 1.277 -4.335
H: -1.459 0.696 -5.749
H: -3.566 1.419 -5.723
O: 1.742 3.138 3.161
H: 0.841 3.458 3.123
H: 1.910 2.790 2.285
O: 1.063 -4.094 -1.268
H: 1.989 -4.266 -1.097
H: 0.694 -3.890 -0.408
O: 2.450 -1.618 -2.628
H: 1.912 -1.645 -3.419
H: 1.966 -2.143 -1.990

**Energy**: -1938.7096 Ha
**Structure (SMILES)**: NC(N)=O.NC(N)=O.NC(N)=O.NC(N)=O.NC(N)=O.CC(C)O.CC(C)O.CC(C)O.O.O.O
**Molar mass**: 534.6 g/mol
**Multiplicity**: 1
**HOMO-LUMO gap**: 9.46 eV
**LUMO level**: 0.3172 eV
**F_max**: 0.138 Eh/bohr

Atomic partial charges in e from the Mulliken method, atoms 1 to 6: atom 1 (N): -0.417, atom 2 (C): 0.503, atom 3 (N): -0.370, atom 4 (O): -0.567, atom 5 (H): 0.188, atom 6 (H): 0.188